ORCA calculation (ωB97M-V with the def2-TZVPD basis set) on the molecule C10H13NOS at a distorted geometry.

**Energy**: -24951.666 eV
**Lowest unoccupied orbital energy**: 0.7 eV
**ΔE to the lowest compared entry with this formula, charge and spin**: 2.796 eV
**Structure (SMILES)**: N[C@H]1CSCc2ccccc2[C@@H]1O
**E_HOMO**: -8.64 eV

Last column: Löwdin charge in e.
Element x y z (Å)
1 N -2.652 1.447 0.535  0.032
2 O -0.604 2.450 -0.651  -0.003
3 C 3.138 0.796 -0.417  -0.063
4 C 0.689 0.354 -0.266  -0.159
5 C 1.797 1.230 -0.520  -0.001
6 H -0.667 0.594 -1.696  0.141
7 H 0.412 -3.111 0.532  0.074
8 H -3.318 -0.774 -0.987  0.095
9 H 2.323 -2.326 0.846  0.127
10 C -1.717 0.427 0.272  -0.358
11 H -0.569 -1.919 1.323  0.099
12 S -1.291 -2.190 -0.955  0.862
13 C -0.577 0.995 -0.697  -0.265
14 H -2.918 -1.233 0.611  0.030
15 H -1.462 2.720 -0.703  0.019
16 C 2.351 -1.344 0.245  -0.076
17 C 3.412 -0.540 -0.019  -0.106
18 H -2.300 2.071 1.166  0.050
19 C -2.471 -0.897 -0.254  -0.357
20 H -3.509 1.173 1.022  0.102
21 C 0.975 -0.985 0.006  -0.201
22 H -1.067 0.210 1.181  0.146
23 H 4.466 -0.678 0.380  0.123
24 H 1.651 2.268 -0.657  0.093
25 H 3.983 1.404 -0.617  0.083
26 C -0.076 -2.141 0.319  -0.487